*1*
ORCA calculation (ωB97M-V/def2-TZVPD) on C5H6OS2 in the gas phase.

Last column: Löwdin charge in e.
Atoms and positions in Å:
S: 0.1963 -3.0738 0.6162  0.780
C: 0.0300 -1.4263 0.0736  -0.573
C: -0.7500 -0.8628 -0.8057  -0.152
O: -0.6323 0.5142 -1.1980  -0.112
C: -0.0584 1.3727 -0.4041  -0.717
S: -1.3214 1.9747 0.8317  0.770
C: 1.1641 0.9520 0.3847  -0.115
C: 1.3498 -0.3568 0.6465  0.017
H: -0.6419 -3.6776 -0.2070  -0.147
H: -1.5929 -1.4863 -1.2921  0.153
H: 0.1473 2.1800 -1.0321  0.097
H: -1.7344 2.9964 0.0693  -0.149
H: 1.8392 1.5438 0.9097  0.086
H: 2.0047 -0.6503 1.4073  0.063

Properties
frontier orbital gap	0.336	Ha
net charge	0
2S+1	1

***

*2*
ORCA calculation (ωB97M-V/def2-TZVPD) on C5H6OS2 in the gas phase.

Last column: Löwdin charge in e.
Atoms and positions in Å:
O: -2.1832 -0.5253 1.8765  0.051
C: -1.2192 -0.4397 1.1698  -0.630
S: -0.0605 -1.8948 0.8531  0.961
C: 0.6944 -0.9424 -0.4307  -0.572
C: 1.7910 0.0057 -0.7283  -0.066
C: 0.7344 0.4365 0.2119  -0.360
C: -0.6903 0.8139 0.4170  -0.616
S: -1.7221 1.2263 -1.0131  0.788
H: -0.0881 -0.9454 -1.2526  0.086
H: 2.7582 -0.0430 -0.3218  0.093
H: 1.8129 0.2557 -1.8086  0.125
H: 1.1464 0.3753 1.1784  0.113
H: -0.7431 1.7116 1.0754  0.121
H: -2.2307 -0.0345 -1.2271  -0.094

Properties
frontier orbital gap	0.353	Ha
net charge	0
2S+1	1

***

*3*
ORCA calculation (ωB97M-V/def2-TZVPD) on a molecular structure, C5H6OS2.

Last column: Löwdin charge in e.
Atoms and positions in Å:
C: 0.9555 -0.1946 -0.2960  -0.541
C: 0.4320 1.3277 -0.2014  -0.398
C: -0.8493 1.2903 -0.8807  -0.088
C: -1.3150 0.0074 0.0037  -0.750
C: -0.0316 -0.2279 0.8488  -0.248
H: 2.7795 -0.3659 1.0404  -0.135
H: 0.6246 -0.6288 -1.2238  0.083
H: 1.2050 2.0531 -0.4632  0.157
H: -1.0853 1.0208 -1.8834  0.110
H: -1.4923 2.1313 -0.6991  0.117
H: -0.3234 -0.8564 1.8118  0.191
O: 0.1998 1.2365 1.1371  -0.038
S: 2.6847 -0.7498 -0.2333  0.765
S: -2.5882 -0.9042 -0.0496  0.775

Properties
frontier orbital gap	0.313	Ha
net charge	0
2S+1	1

***

*2* is the most stable structure; the next one sits 10.8 kcal/mol above it.

***

*1*
ORCA calculation (ωB97M-V/def2-TZVPD) on C4H8ClN3 in the gas phase.

Last column: Löwdin charge in e.
Atoms and positions in Å:
Cl: -1.2909 3.1522 -2.7303  0.515
N: -2.0190 2.0439 -1.5990  -0.352
C: -1.1926 1.2811 -0.9654  -0.578
N: -1.7328 0.3384 -0.1401  0.023
C: -0.8221 -0.2672 0.8875  -0.175
C: 0.3316 -0.8670 0.0865  -0.189
C: 1.0974 0.2810 -0.5500  -0.218
N: 0.1510 1.0846 -1.3064  0.028
H: -2.3767 0.9364 0.3626  0.120
H: -1.5457 -0.9683 1.4044  0.127
H: -0.4789 0.5222 1.6918  0.148
H: 0.8831 -1.5964 0.6604  0.106
H: 0.0034 -1.4135 -0.7907  0.115
H: 1.6548 0.8783 0.1850  0.106
H: 1.9805 -0.1189 -1.1884  0.144
H: 0.5203 1.7511 -2.0004  0.080

Properties
frontier orbital gap	0.345	Ha
net charge	0
2S+1	1

***

*2*
ORCA calculation (ωB97M-V/def2-TZVPD) on a molecular structure, C4H8ClN3.

Last column: Löwdin charge in e.
Atoms and positions in Å:
C: 2.6205 0.2382 -0.1075  -0.187
C: 0.7622 -1.1814 0.0100  -0.255
C: -1.6257 -0.7374 -0.0078  -0.199
C: -2.6272 0.1684 -0.0284  -0.675
H: 2.0294 1.0974 -0.8264  0.107
H: 3.0585 0.5526 1.1704  0.162
H: 3.6309 0.0507 -0.5300  0.025
H: 0.1755 -2.2226 0.1416  0.140
H: -0.2013 1.4133 -0.9980  0.168
H: -0.9523 1.6845 0.6418  0.152
H: -1.7371 -1.8549 0.3706  0.155
H: -2.5957 1.3096 -0.1028  0.065
N: 1.9845 -1.1114 -0.1012  -0.027
N: -0.3230 -0.2467 0.2558  -0.239
N: 0.0341 1.1490 0.1598  -0.020
Cl: -4.2333 -0.3092 -0.0479  0.627

Properties
frontier orbital gap	0.329	Ha
net charge	0
2S+1	1

***

*1* is the most stable structure; the next one sits 103.9 kcal/mol above it.

***

*1*
ORCA calculation (ωB97M-V/def2-TZVPD) on CH3N5O in the gas phase.

Last column: Löwdin charge in e.
Atoms and positions in Å:
N: 1.0725 1.0623 -0.1343  0.062
C: -0.2435 0.5772 -0.1772  -0.508
N: -1.4377 1.1282 0.0623  0.057
N: -2.3324 0.0262 0.1711  -0.006
N: -1.7037 -1.0163 -0.0979  0.008
N: -0.3591 -0.7126 -0.3125  -0.114
O: 0.8210 -1.3286 0.3068  -0.027
H: 1.8343 0.2533 0.1638  0.152
H: 1.3261 1.9804 0.5390  0.180
H: 1.0225 -1.9703 -0.5210  0.196

Properties
frontier orbital gap	0.356	Ha
net charge	0
2S+1	1

***

*2*
ORCA calculation (ωB97M-V/def2-TZVPD) on CH3N5O in the gas phase.

Last column: Löwdin charge in e.
Atoms and positions in Å:
N: -0.8760 -0.7938 -1.5708  -0.006
N: -0.3037 0.4994 -1.4143  0.012
C: 0.1719 0.7345 -0.2876  -0.432
N: 1.0054 1.5446 0.4187  0.090
N: 1.4017 0.9355 1.4614  -0.012
N: 0.9204 -0.1809 1.5676  -0.025
O: -0.0697 -0.3376 0.5996  -0.018
H: -1.5236 -1.0595 -0.8495  0.057
H: -1.4607 -0.6934 -2.4614  0.109
H: 0.7343 -0.6488 2.5363  0.225

Properties
frontier orbital gap	0.328	Ha
net charge	0
2S+1	1

***

*1* is the most stable structure; the next one sits 3.3 kcal/mol above it.

***

*1*
ORCA calculation (ωB97M-V/def2-TZVPD) on C3H5ClN2O in the gas phase.

Last column: Löwdin charge in e.
Atoms and positions in Å:
N: -0.0459 -1.4576 0.9349  0.155
C: 0.4708 -1.2958 -0.3115  -0.661
O: 0.6947 -2.2201 -1.0613  0.055
N: 0.7697 -0.0245 -0.6743  0.059
C: 0.2157 1.2127 -0.2961  -0.198
C: -1.0755 1.3894 0.0412  -0.569
Cl: -1.5950 2.9796 0.3434  0.628
H: 0.1789 -0.7650 1.6373  0.102
H: 0.0634 -2.4376 1.2307  0.123
H: 1.1845 -0.0101 -1.5999  0.151
H: 0.9473 1.9861 -0.3358  0.102
H: -1.8087 0.6429 0.0914  0.054

Properties
frontier orbital gap	0.362	Ha
net charge	0
2S+1	1

***

*2*
ORCA calculation (ωB97M-V/def2-TZVPD) on C3H5ClN2O in the gas phase.

Last column: Löwdin charge in e.
Atoms and positions in Å:
C: -0.5673 -2.1433 -0.7320  -0.380
C: 0.3087 -0.1304 0.2220  -0.185
C: -0.7753 0.4990 -0.6142  -0.318
N: 0.1391 -1.5404 0.1977  0.059
N: -1.4155 -0.5049 -1.4931  -0.463
O: -0.8532 -3.1905 -1.1755  0.142
Cl: -0.6734 -0.4903 -3.0445  0.535
H: 1.2233 0.1607 -0.1969  0.102
H: 0.2177 0.2206 1.2229  0.115
H: -1.6472 0.9475 -0.0681  0.118
H: -0.6700 1.3387 -1.2648  0.076
H: 0.3963 -1.9985 1.1201  0.198

Properties
frontier orbital gap	0.330	Ha
net charge	0
2S+1	1

***

*1* is the most stable structure; the next one sits 65.3 kcal/mol above it.

***

*1*
ORCA calculation (ωB97M-V/def2-TZVPD) on 5 unconnected molecules or ions with the total composition C2H14N2O4.

Last column: Löwdin charge in e.
Atoms and positions in Å:
C: -0.4381 -1.4581 -0.8102  -0.136
N: 0.9376 -1.4545 -0.3569  -0.050
C: 1.2156 -1.5556 0.8739  -0.273
N: 0.2708 -1.4771 1.8928  0.081
H: -0.6611 -2.4794 -1.1552  0.092
H: -0.6091 -0.7849 -1.6621  0.061
H: -1.2345 -1.0525 -0.1623  0.047
H: 2.2407 -1.5568 1.2341  0.119
H: -0.6696 -1.7817 1.7059  0.071
H: 0.5565 -1.6421 2.8428  0.088
O: -2.4154 0.4266 1.4250  -0.052
H: -2.2813 1.2904 1.8242  0.055
H: -1.5863 -0.0187 1.6509  0.000
O: -1.8325 1.2744 -1.6034  -0.071
H: -2.0859 1.0745 -0.6915  0.000
H: -0.9322 1.6293 -1.4923  0.027
O: 1.1059 2.5205 0.5311  -0.084
H: 1.1897 1.6924 0.0487  -0.024
H: 1.6809 3.0480 -0.0653  0.049
O: 1.8159 1.0865 -1.7996  -0.062
H: 1.9685 1.0389 -2.7528  0.060
H: 1.7639 0.1798 -1.4779  0.002

Properties
frontier orbital gap	0.380	Ha
net charge	0
2S+1	1

***

*2*
ORCA calculation (ωB97M-V/def2-TZVPD) on 5 unconnected molecules or ions with the total composition C2H14N2O4.

Last column: Löwdin charge in e.
Atoms and positions in Å:
C: 0.4919 -0.8381 -2.2327  -0.054
N: -0.2544 0.9245 -0.3430  0.229
C: 1.0495 0.2962 -0.0815  -0.215
N: 1.2443 -0.9352 -0.8986  0.011
H: 0.6726 -1.6504 -2.8842  0.072
H: 0.8012 0.1482 -2.6441  0.096
H: -0.5662 -0.6204 -2.0304  0.043
H: -1.0898 0.3027 -0.4300  0.090
H: -0.4994 1.6968 0.3241  0.093
H: 1.0887 0.2357 0.9609  0.093
H: 0.7305 -1.6051 -0.2969  0.083
H: 2.8188 1.5422 3.2529  0.028
O: 2.3959 1.2656 2.4461  -0.082
H: 1.6394 1.8818 2.4375  -0.036
H: -1.5357 -2.0634 1.1018  0.011
O: -1.1671 -1.8943 0.2210  -0.207
H: -0.5106 2.0443 2.7913  -0.033
H: -2.3112 -1.4921 -0.5806  -0.030
O: 0.0853 2.0351 2.0760  -0.194
H: -3.8446 -1.3093 -1.3114  0.041
H: 1.6485 1.0754 -0.5141  0.151
O: -2.8875 -1.0402 -1.3642  -0.188

Properties
frontier orbital gap	0.154	Ha
net charge	0
2S+1	1

***

*1* is the most stable structure; the next one sits 197.7 kcal/mol above it.

***

*1*
ORCA calculation (ωB97M-V/def2-TZVPD) on 2 unconnected molecules or ions with the total composition C8H10NO2.

Last column: Löwdin charge in e.
Atoms and positions in Å:
C: 1.1505 1.1828 -2.5856  -0.105
C: 1.3435 -0.1631 -2.7941  -0.091
C: 0.8771 1.5973 -1.2967  -0.105
C: 1.2625 -1.0265 -1.7517  -0.052
C: -2.2712 0.5597 2.1485  -0.067
C: -2.2126 -0.7173 2.1505  0.108
C: 0.8422 0.7124 -0.2477  -0.066
C: 1.1561 -0.6254 -0.4594  -0.395
N: 1.2358 -1.4603 0.5647  0.107
O: -1.3041 1.4325 2.6067  0.062
O: -2.4089 -1.9733 1.9410  0.246
H: 1.2675 1.8783 -3.4578  0.123
H: 1.3241 -0.4204 -3.8205  0.103
H: 0.8601 2.6744 -0.9810  0.122
H: 1.1907 -2.0263 -2.0350  0.100
H: -3.0755 0.9844 1.4312  0.223
H: -3.0427 -2.4803 2.5859  0.247
H: 0.7233 0.9964 0.7833  0.089
H: -1.5254 2.2429 3.0885  0.149
H: 0.8122 -1.1277 1.5063  0.133
H: 1.7948 -2.2403 0.6230  0.071

Properties
frontier orbital gap	0.123	Ha
net charge	+1
2S+1	1

***

*2*
ORCA calculation (ωB97M-V/def2-TZVPD) on a gas-phase ion, C8H10NO2 (charge +1).

Last column: Löwdin charge in e.
Atoms and positions in Å:
C: -3.3205 0.1830 -0.5111  0.016
N: -1.9463 -0.2722 -0.2047  0.045
C: -1.5038 -0.9298 0.7888  -0.141
O: -0.3378 -1.4341 0.8911  0.138
C: 0.7665 -0.7356 0.4374  -0.194
C: 1.8501 -1.3836 -0.0735  -0.006
C: 3.0134 -0.7386 -0.4078  -0.042
C: 2.9494 0.6817 -0.4590  -0.023
C: 1.8915 1.3371 0.2085  0.012
C: 0.7641 0.6457 0.6378  -0.260
O: -0.4165 1.1634 1.0051  0.061
H: -3.2887 1.2740 -0.4526  0.107
H: -3.5393 -0.0642 -1.5279  0.086
H: -4.0608 -0.5216 -0.0096  0.134
H: -1.3030 0.0072 -0.9529  0.187
H: -2.2262 -1.3432 1.6050  0.225
H: 1.7931 -2.5125 -0.2651  0.165
H: 3.7996 -1.1362 -0.9856  0.103
H: 3.7668 1.2087 -0.8647  0.100
H: 1.8518 2.4508 0.2266  0.136
H: -0.5037 2.1200 0.9142  0.151

Properties
frontier orbital gap	0.341	Ha
net charge	+1
2S+1	1

***

*2* is the most stable structure; the next one sits 88.6 kcal/mol above it.